# 1
C5H14N2O | wB97M-V/def2-TZVPD

The geometry in XYZ format:
```
22
Properties=species:S:1:pos:R:3:forces:R:3
H 0.733779 2.036596 -1.892674 0.099 0.174 0.496
N 1.619568 1.542130 -1.976350 0.327 -0.056 -0.993
C 1.649451 0.473335 -1.295961 -1.634 0.514 0.233
N 0.682088 0.074455 -0.399484 0.888 -0.275 0.359
C 0.991233 -0.910536 0.633720 -2.146 -0.039 0.065
C 0.043066 -0.820715 1.832599 1.441 1.306 2.302
C -1.460520 -0.922845 1.570694 0.700 -0.902 -1.272
C -2.033493 -2.307339 1.932998 -1.562 0.569 0.012
H 2.402883 -0.269464 -1.483932 0.670 -0.114 0.264
H -0.046487 0.721059 -0.152384 0.124 0.338 -0.116
H 2.031688 -0.975653 0.912819 0.257 0.212 0.043
H 0.621860 -1.846480 0.278590 0.622 -1.260 -0.822
H 0.462899 -1.523912 2.565989 -0.651 -0.889 -0.446
H 0.256695 0.018176 2.517866 -0.131 0.745 -0.867
H -1.999362 -0.056327 1.938278 -0.120 -0.148 0.396
H -1.543970 -0.869689 0.476615 -0.183 0.247 0.101
H -1.265750 -2.964048 2.309966 0.064 -0.361 -0.057
H -2.872955 -2.278294 2.638821 0.519 0.279 0.482
H -2.587120 -2.723252 1.085688 0.677 -0.301 -0.206
O 0.832100 4.653106 -4.870878 -0.141 -0.057 0.360
H 1.095658 3.816317 -4.464317 0.029 0.137 -0.095
H 0.386691 5.133375 -4.158667 0.153 -0.119 -0.239
```
Forces are in eV/Å.

Properties
Highest occupied orbital energy, eV: -8.95
SMILES string: [H]/N=C\NCCCC.O
Relative energy (zero: lowest compared OMol25 entry of this formula, charge and spin), kcal/mol: 56.3
HOMO-LUMO gap, eV: 9.8
Multiplicity: 1

=====

# 2
C16H15N3O2 | wB97M-V/def2-TZVPD

The geometry in XYZ format:
```
36
Properties=species:S:1:pos:R:3:forces:R:3
O -1.813338 0.330535 -1.536328 2.060 -0.623 1.969
C -0.780517 0.218597 -0.835735 -2.699 -0.295 -1.916
C 0.378619 1.166221 -1.144338 1.054 -1.976 3.695
N 1.062382 1.479758 0.166895 -0.452 0.430 -2.033
C 1.473795 2.844420 0.459666 -0.263 1.962 1.924
C 2.854034 3.205104 0.519673 -2.880 -3.939 -0.558
C 3.343421 4.339141 1.049100 -0.614 1.276 -0.054
C 2.417716 5.278765 1.504996 0.001 -0.068 0.217
C 1.037341 4.965991 1.580927 2.417 0.591 -1.150
C 0.556030 3.823623 1.013345 -0.389 -2.487 -0.457
C 1.157617 0.481586 1.076074 1.208 1.422 4.091
O 1.587977 0.716446 2.220635 -0.133 -0.262 -1.503
C 0.649953 -0.906916 0.840537 -1.036 0.542 -0.293
N -0.614139 -0.767586 0.155861 -1.724 0.716 -1.554
N -1.630720 -1.720373 0.448646 1.213 2.121 0.391
C -1.816344 -2.778618 -0.379458 0.700 -4.050 -2.525
C -1.138416 -2.997884 -1.637260 -1.984 -0.464 1.867
C -1.385299 -4.246704 -2.281740 -0.717 0.256 -0.550
C -2.151249 -5.320508 -1.757898 -0.455 1.953 1.700
C -2.841345 -5.063581 -0.498976 1.366 -0.180 -1.219
C -2.639131 -3.849107 0.143184 0.784 1.105 -1.397
H 0.158437 2.036794 -1.642712 -1.394 1.985 -0.736
H 1.076366 0.697027 -1.783728 0.875 -1.016 -0.766
H 3.419329 2.316358 0.313291 1.025 0.113 -0.378
H 4.412061 4.416157 1.023838 0.313 0.703 0.319
H 2.788609 6.254267 1.796104 -0.200 -0.045 0.345
H 0.372514 5.683804 1.966298 -0.722 0.741 0.511
H -0.542135 3.665888 1.133320 1.018 -0.330 -0.437
H 0.450226 -1.423256 1.790982 0.440 0.439 -0.381
H 1.352979 -1.427342 0.234872 0.718 -0.880 -0.440
H -2.506362 -1.343533 0.763354 0.035 0.728 0.280
H -0.637545 -2.126618 -2.073124 -0.022 -0.757 -0.172
H -1.177050 -4.287955 -3.363002 0.597 -0.230 0.667
H -2.286030 -6.254340 -2.306610 0.024 0.431 0.155
H -3.457998 -5.830153 -0.005917 0.280 0.412 -0.428
H -3.131787 -3.576007 1.045230 -0.444 -0.323 0.816
```
Forces are in eV/Å.

Properties
Highest occupied orbital energy, eV: -8.25
SMILES string: O=C1CN(c2ccccc2)C(=O)CN1Nc1ccccc1
Relative energy (zero: lowest compared OMol25 entry of this formula, charge and spin), kcal/mol: 70.5
HOMO-LUMO gap, eV: 8.9
Multiplicity: 1

=====

Short version: maximum force = 3.0 4.9 eV/A, in the order given.